This record from the Open Molecules 2025 dataset describes 11 unconnected molecules or ions with the total composition C39H102N2O13. The level of theory is wB97M-V/def2-TZVPD.

Summary:
Orbital gap (spin up / spin down) ... 8.210 / 2.804 eV
Spin multiplicity ... 2
Charge ... +1
Highest occupied orbital energy (spin up / spin down) ... -10.92 / -10.92 eV

Geometry as XYZ:
```
156
Properties=species:S:1:pos:R:3:forces:R:3:lowdin_charge:R:1
C -5.635 0.157 -2.183 0.6 -0.8 -1.4 -0.0718
O -4.600 0.095 -1.168 -1.3 0.7 -0.7 -0.2025
C -4.016 1.373 -1.023 1.5 0.6 1.7 -0.1968
C -2.876 1.337 0.024 0.4 -1.1 1.0 -0.1720
N -1.740 0.439 -0.356 -0.1 0.1 0.2 -0.0439
C -0.608 0.474 0.618 -1.2 0.3 -0.8 -0.1706
C 0.541 -0.484 0.232 -0.5 1.3 1.5 -0.2210
O 0.213 -1.783 0.628 -0.5 -1.8 0.9 -0.1929
C 1.322 -2.717 0.572 0.4 1.5 -1.8 -0.0633
H -6.145 -0.791 -2.349 0.5 -0.3 0.7 0.0835
H -5.135 0.368 -3.128 0.2 0.0 -0.2 0.0765
H -6.466 0.863 -2.186 0.3 0.7 1.3 0.0928
H -4.747 2.082 -0.633 -0.2 0.2 -0.2 0.1291
H -3.531 1.788 -1.907 -0.4 -0.3 -0.6 0.1164
H -3.193 0.938 0.988 -1.0 -0.4 0.2 0.1126
H -2.535 2.297 0.411 0.2 0.4 -1.2 0.0817
H -2.174 -0.462 -0.218 0.2 -0.6 -0.6 0.0928
H -0.945 0.278 1.635 -0.1 -0.5 0.3 0.1070
H -0.383 1.540 0.654 1.0 0.0 -0.2 0.1124
H 1.344 -0.205 0.913 0.7 0.5 -0.4 0.0966
H 0.775 -0.327 -0.821 0.3 -0.4 -0.2 0.1132
H 2.238 -2.398 1.070 -0.1 0.6 0.6 0.0697
H 1.577 -2.627 -0.484 0.5 -0.9 -0.2 0.0736
H 1.208 -3.761 0.863 -1.2 0.3 0.0 0.0835
C 9.531 5.323 5.773 0.4 -1.1 0.5 -0.0834
O 8.486 4.778 4.964 -0.5 1.3 -2.0 -0.2125
C 8.340 5.430 3.638 -0.3 -0.3 1.6 -0.1417
C 7.036 4.858 3.023 2.9 0.6 -0.8 -0.0888
N 7.206 3.418 3.010 -2.5 0.2 2.5 0.1633
C 6.120 2.599 2.627 0.5 -0.9 -3.5 -0.1240
C 6.516 1.083 2.481 -1.0 -1.7 0.0 -0.1412
O 5.692 0.235 1.635 -0.5 2.1 0.7 -0.1653
C 4.236 0.277 1.813 0.8 -0.6 0.0 -0.0550
H 9.470 4.762 6.705 0.0 0.0 0.0 0.0949
H 9.486 6.375 6.053 -0.4 0.2 -0.6 0.0958
H 10.497 5.075 5.332 0.1 0.3 -0.1 0.0938
H 9.192 5.265 2.979 0.1 -0.5 0.1 0.1293
H 8.294 6.514 3.741 -0.4 0.0 0.2 0.1311
H 6.980 5.197 1.989 -0.5 0.1 0.0 0.1485
H 6.180 5.152 3.631 -0.3 -0.3 0.0 0.1642
H 7.385 3.128 3.961 1.9 -0.2 0.6 0.1581
H 5.824 2.956 1.640 -0.7 0.0 0.0 0.1497
H 5.342 2.779 3.369 -0.3 -0.2 0.2 0.1497
H 6.524 0.687 3.497 0.0 -0.2 0.2 0.1248
H 7.492 0.871 2.044 0.2 0.8 0.1 0.1365
H 3.852 1.157 2.329 0.2 0.2 0.0 0.0704
H 3.937 -0.605 2.378 0.0 0.0 0.2 0.0884
H 3.764 0.194 0.834 0.3 0.2 0.0 0.0850
C 0.800 1.393 4.075 0.2 -0.2 -0.5 -0.0622
C 1.345 1.799 5.444 0.2 -1.3 -0.1 -0.4857
C 2.791 2.366 5.443 -0.3 0.0 -0.6 -0.0454
O 0.472 2.688 6.057 -0.5 0.9 0.1 -0.0218
H 1.182 2.063 3.305 0.2 -0.4 -0.4 0.0799
H -0.280 1.387 3.926 -0.3 0.6 0.8 0.0609
H 0.948 0.323 3.930 0.9 0.1 -0.6 0.0783
H 1.288 0.851 5.979 0.4 0.1 0.7 0.1310
H 2.982 3.051 6.269 -0.3 -0.3 0.2 0.0788
H 2.930 2.959 4.539 -0.1 0.3 -0.3 0.0512
H 3.584 1.618 5.416 -0.2 -0.3 0.2 0.0649
H -0.045 3.020 5.320 -0.4 0.5 0.4 0.0657
C -2.022 3.789 2.891 1.2 1.2 0.3 -0.0624
C -3.202 4.405 3.563 -1.8 0.9 -0.2 -0.4684
C -3.061 4.931 4.996 0.8 -0.4 0.1 -0.0408
O -3.657 5.506 2.717 0.7 -0.8 -0.1 -0.0615
H -1.190 4.493 2.898 0.3 0.2 0.2 0.0874
H -2.191 3.671 1.821 -0.3 -0.7 0.3 0.0664
H -1.723 2.924 3.483 0.0 -0.3 -0.6 0.0657
H -3.914 3.580 3.536 -0.8 0.2 0.1 0.1288
H -3.693 5.798 5.188 0.0 -0.1 -0.2 0.0782
H -2.026 5.229 5.166 0.1 0.3 0.0 0.0718
H -3.266 4.196 5.774 -0.2 -0.2 -0.2 0.0780
H -4.515 5.841 2.988 0.0 -0.2 0.3 0.0814
C -3.555 2.043 -5.941 -0.1 0.6 -2.5 -0.0384
C -3.838 2.008 -7.509 1.3 -0.3 0.4 -0.4668
C -5.097 1.311 -7.849 -1.8 -0.4 -0.3 -0.0855
O -3.822 3.332 -8.126 0.0 -0.6 1.2 -0.0551
H -3.473 1.054 -5.489 -0.4 -0.1 -0.3 0.0637
H -4.401 2.614 -5.560 0.4 0.1 0.6 0.0812
H -2.567 2.497 -5.862 -0.3 0.4 0.5 0.0564
H -3.027 1.439 -7.966 0.3 0.0 0.0 0.1230
H -5.409 1.497 -8.877 0.2 0.2 -0.1 0.0809
H -5.925 1.652 -7.227 -0.1 0.2 0.1 0.0806
H -5.105 0.225 -7.761 0.5 -0.1 0.3 0.0825
H -3.421 3.234 -8.993 0.0 0.0 0.0 0.0813
C 0.254 0.681 -5.279 -0.7 0.4 2.1 -0.0129
C -0.510 0.287 -3.917 -1.1 -0.5 -2.5 -0.4964
C -0.231 -1.169 -3.670 0.1 -0.2 0.4 -0.0629
O -0.205 1.127 -2.873 1.9 1.4 0.4 -0.0631
H 1.164 0.087 -5.365 -0.1 -0.1 -0.2 0.0632
H 0.558 1.721 -5.158 -0.1 0.1 -0.3 0.0609
H -0.398 0.576 -6.147 0.1 -0.1 0.1 0.0688
H -1.585 0.374 -4.071 -0.3 0.2 -0.5 0.1129
H -0.796 -1.817 -4.340 0.3 0.1 -0.5 0.0881
H -0.575 -1.496 -2.689 0.4 0.1 0.3 0.0681
H 0.845 -1.238 -3.827 0.0 -0.9 0.4 0.0738
H -0.719 0.952 -2.081 -0.8 -0.6 0.4 0.0385
C -4.366 -3.193 -1.085 -0.3 -0.2 1.2 -0.0335
C -4.996 -3.053 0.357 0.2 0.0 -0.5 -0.4560
C -4.028 -3.340 1.467 1.6 -0.6 0.8 -0.0800
O -5.555 -1.805 0.713 -1.3 0.1 -0.1 -0.0570
H -4.120 -4.245 -1.229 0.4 -0.1 0.3 0.0646
H -3.461 -2.589 -1.162 0.0 0.0 -0.2 0.0637
H -5.039 -3.020 -1.925 -0.2 0.6 0.3 0.0671
H -5.803 -3.783 0.413 -0.3 0.1 -0.1 0.1325
H -4.402 -3.431 2.486 -1.0 0.1 -0.2 0.0823
H -3.334 -2.508 1.583 0.3 0.1 -0.4 0.0704
H -3.429 -4.245 1.368 0.1 -0.1 -0.5 0.0639
H -5.134 -1.012 0.373 0.5 -0.2 -0.6 0.0506
C 0.395 -3.530 5.161 -0.1 -0.1 -0.6 -0.0539
C -0.750 -4.461 4.845 -0.9 -0.5 0.7 -0.5055
C -1.000 -4.516 3.371 0.3 1.2 -0.2 -0.0711
O -0.593 -5.820 5.311 0.4 0.8 -0.1 -0.0418
H 0.015 -2.530 4.952 -0.1 0.2 0.4 0.0708
H 1.156 -3.644 4.390 0.6 -0.3 0.4 0.0723
H 0.737 -3.615 6.192 0.2 0.0 -0.2 0.0871
H -1.620 -4.035 5.346 -0.3 -0.1 0.1 0.1319
H -1.140 -3.490 3.031 0.0 0.1 -0.3 0.0780
H -1.905 -5.054 3.089 0.3 -0.3 0.0 0.0816
H -0.059 -4.865 2.946 -0.3 -0.4 -0.5 0.0859
H -1.006 -6.317 4.601 0.1 -0.5 0.3 0.0689
C 3.197 -6.964 -3.282 0.4 -0.1 -0.3 -0.0593
C 3.199 -5.612 -2.598 -1.1 -0.4 0.1 -0.4129
C 2.542 -4.493 -3.460 0.4 0.2 1.8 -0.0428
O 2.582 -5.663 -1.246 0.6 0.5 -1.3 -0.0884
H 3.521 -6.710 -4.291 -0.1 -0.5 -0.3 0.0842
H 2.266 -7.530 -3.307 -0.2 0.5 0.0 0.0741
H 3.944 -7.649 -2.880 0.1 0.1 0.2 0.0781
H 4.245 -5.322 -2.504 0.0 0.1 0.4 0.1226
H 2.010 -3.892 -2.722 -0.1 0.4 -0.1 0.0477
H 1.824 -4.705 -4.252 0.3 -0.6 0.0 0.0794
H 3.394 -3.901 -3.794 -0.4 0.2 -0.5 0.0759
H 2.990 -6.418 -0.815 0.1 -0.2 0.2 0.0873
C -1.719 -7.439 -3.072 0.6 1.0 -0.1 -0.0459
C -0.539 -6.461 -2.821 -0.6 -0.1 3.4 -0.4124
C -0.921 -5.097 -2.106 -0.6 -0.4 -2.4 -0.0386
O 0.201 -7.112 -1.769 0.1 -1.3 -0.3 -0.1060
H -2.427 -7.397 -2.244 -0.1 0.2 -0.1 0.0755
H -1.361 -8.469 -3.099 0.2 0.1 -0.3 0.0769
H -2.187 -7.164 -4.017 -0.3 -0.2 0.0 0.0735
H 0.087 -6.374 -3.709 0.0 0.4 -0.1 0.1126
H -0.029 -4.504 -1.904 0.0 -0.1 0.1 0.0460
H -1.549 -5.191 -1.220 0.3 -0.6 0.1 0.0740
H -1.539 -4.542 -2.812 0.0 0.5 -0.1 0.0657
H 0.761 -6.510 -1.273 0.2 0.4 -0.4 0.0376
C -1.530 4.170 -3.734 0.4 0.8 -0.6 -0.0564
C -1.149 4.746 -2.390 0.5 0.3 -0.5 -0.5106
C -2.242 5.643 -1.867 0.0 -0.6 1.4 -0.0433
O -0.816 3.734 -1.464 -0.7 -0.8 1.1 -0.0643
H -1.851 5.001 -4.362 0.0 0.1 -0.2 0.0848
H -2.363 3.467 -3.731 0.2 -0.2 0.3 0.0689
H -0.634 3.776 -4.213 -0.2 -0.5 -0.1 0.0738
H -0.181 5.247 -2.426 -0.2 1.0 -0.9 0.1330
H -2.985 4.978 -1.428 -0.5 -0.1 -0.3 0.0775
H -2.715 6.309 -2.589 0.3 -0.1 0.0 0.0857
H -1.893 6.177 -0.983 0.1 0.4 -0.2 0.0781
H -0.265 3.119 -1.954 0.1 -0.4 -0.1 0.0539
```
Positions in Å, forces in eV/Å.